The following is a DFT calculation (the ωB97M-V functional and the def2-TZVPD basis) of a cluster of 2 separate species, C4H12 in total.

## Properties
Frontier orbital gap = 12.01 eV
SMILES = CC.CC
Energy above the lowest of the compared OMol25 structures with the same formula, charge and spin = 1.4233 eV
Calculated total energy = -159.5327 a.u.
E_HOMO = -0.401 Ha

Last column: natural (NBO) charge in e.
Positions of all 16 atoms, in Å:
1 C 1.865258 1.256691 0.633678  -0.635
2 C 2.723114 0.530460 -0.403223  -0.628
3 H 1.750507 2.174841 0.121116  0.212
4 H 0.989828 0.638807 1.066276  0.210
5 H 2.284744 1.677745 1.552135  0.207
6 H 2.814380 -0.626036 -0.269734  0.199
7 H 3.759077 0.797302 -0.027952  0.219
8 H 2.412078 0.709097 -1.430142  0.215
9 C -2.701449 -1.494236 -0.348461  -0.616
10 C -1.957985 -0.265182 0.130567  -0.596
11 H -2.071058 -2.081991 -1.100821  0.198
12 H -3.170176 -2.225965 0.327159  0.214
13 H -3.439970 -1.129504 -1.072524  0.199
14 H -1.016602 -0.657321 0.620219  0.196
15 H -2.582797 0.372184 0.843120  0.202
16 H -1.658950 0.323109 -0.641413  0.202

Cartesian forces (eV/Å) of the 6 atoms listed first:
-1.162 -1.306 1.058
2.109 -2.688 2.625
-1.872 1.088 -0.428
0.740 1.475 -1.432
1.068 -0.850 -0.018
-0.701 1.837 -0.173

=====

The following is a DFT calculation (the ωB97M-V functional and the def2-TZVPD basis) of a cluster of 5 separate species, C2H16NO5 in total.

## Properties
Frontier orbital gap = 11.89 eV
Energy above the lowest of the compared OMol25 structures with the same formula, charge and spin = 0.3488 eV
Calculated total energy = -516.5205 a.u.
Net charge = +1
E_HOMO = -0.535 Ha

Last column: natural (NBO) charge in e.
Positions of all 24 atoms, in Å:
1 C -1.233309 2.650040 -0.239251  -0.085
2 O -2.603242 2.304118 -0.115108  -0.733
3 C -0.257612 1.495255 0.211546  -0.239
4 N -1.110526 0.299653 0.539732  -0.718
5 H -1.075373 3.528385 0.383152  0.196
6 H -1.004781 2.898520 -1.273901  0.186
7 H -3.061326 2.302417 -0.965221  0.499
8 H 0.326296 1.217938 -0.643544  0.236
9 H 0.219601 1.838307 1.116100  0.228
10 H -1.023255 0.133140 1.550015  0.464
11 H -0.845726 -0.562211 0.035647  0.469
12 H -2.089216 0.531347 0.318004  0.439
13 H 0.117471 -1.251458 3.469802  0.499
14 H -1.038561 -2.013569 2.792136  0.494
15 O -0.564636 -1.175712 2.795148  -0.972
16 H 2.586404 -2.703276 -2.341976  0.476
17 H 2.486193 -4.254890 -2.260906  0.489
18 O 1.989036 -3.436862 -2.174720  -0.963
19 H 1.324256 -1.829876 -0.500990  0.504
20 H 0.064688 -2.600277 -0.785281  0.500
21 O 0.373287 -1.705383 -0.585613  -0.974
22 H 3.393372 0.531893 -0.065615  0.487
23 H 2.610852 1.254085 -1.180404  0.480
24 O 2.506030 0.774999 -0.349071  -0.963

Cartesian forces (eV/Å) of the 6 atoms listed first:
0.119 0.148 -0.260
-0.210 -0.456 0.003
-2.456 0.357 -0.565
-0.172 0.413 0.403
0.143 0.012 -0.054
0.023 0.160 0.018

=====

The following is a DFT calculation (the ωB97M-V functional and the def2-TZVPD basis) of an isolated molecule of C20H24N4S.

## Properties
Frontier orbital gap = 8.35 eV
SMILES = CCNC(=S)N(CCc1c(C)[nH]c2ccccc12)Cc1cccnc1
Energy above the lowest of the compared OMol25 structures with the same formula, charge and spin = 0.0000 eV
Calculated total energy = -1393.7633 a.u.
E_HOMO = -0.287 Ha

Last column: natural (NBO) charge in e.
Positions of all 49 atoms, in Å:
1 C -3.256892 -3.670979 0.526664  -0.620
2 C -1.800328 -3.630100 0.074196  -0.224
3 N -1.106808 -2.458155 0.561042  -0.616
4 C -1.147187 -1.270806 -0.095549  0.315
5 S -1.730103 -1.171544 -1.645806  -0.274
6 N -0.659562 -0.172099 0.531363  -0.449
7 C -0.080188 -0.199108 1.855819  -0.202
8 C 1.350133 -0.775376 1.867133  -0.432
9 C 2.252629 0.027385 0.988885  -0.132
10 C 2.942582 1.164042 1.315071  0.183
11 C 3.048215 1.895334 2.607011  -0.649
12 N 3.600908 1.629709 0.202150  -0.528
13 C 3.343870 0.807238 -0.858339  0.126
14 C 3.769017 0.874288 -2.177885  -0.246
15 C 3.324851 -0.105887 -3.039677  -0.217
16 C 2.484382 -1.132059 -2.600715  -0.220
17 C 2.065146 -1.206425 -1.291957  -0.219
18 C 2.490482 -0.222922 -0.399283  -0.025
19 C -0.583800 1.058329 -0.232013  -0.235
20 C -1.939207 1.692540 -0.413518  -0.053
21 C -2.312853 2.271729 -1.619446  -0.149
22 C -3.568163 2.843400 -1.732700  -0.254
23 C -4.407722 2.813565 -0.629458  0.024
24 N -4.065991 2.265060 0.523475  -0.415
25 C -2.867158 1.720672 0.622176  0.026
26 H -3.326002 -3.676119 1.613477  0.195
27 H -3.740406 -4.564446 0.142549  0.214
28 H -3.783144 -2.799279 0.145077  0.226
29 H -1.753281 -3.605227 -1.016115  0.241
30 H -1.260666 -4.509452 0.437164  0.191
31 H -0.963067 -2.439889 1.559229  0.384
32 H -0.722670 -0.768258 2.539328  0.189
33 H -0.051324 0.828381 2.225036  0.213
34 H 1.330822 -1.805125 1.507898  0.221
35 H 1.713732 -0.776091 2.897143  0.216
36 H 4.088774 2.129985 2.829971  0.222
37 H 2.493197 2.834306 2.567862  0.222
38 H 2.646393 1.294460 3.417827  0.226
39 H 4.192513 2.442758 0.182790  0.409
40 H 4.421014 1.667352 -2.514444  0.211
41 H 3.631054 -0.082841 -4.075046  0.212
42 H 2.155042 -1.878082 -3.308157  0.214
43 H 1.412938 -2.003801 -0.969456  0.219
44 H 0.081673 1.747950 0.293429  0.216
45 H -0.149088 0.846445 -1.214729  0.245
46 H -1.632308 2.257223 -2.458455  0.217
47 H -3.891477 3.293011 -2.658777  0.217
48 H -5.400393 3.242998 -0.665770  0.189
49 H -2.639597 1.275892 1.583536  0.180

Cartesian forces (eV/Å) of the 6 atoms listed first:
0.248 0.063 -0.098
-0.268 -0.340 -0.081
0.154 0.245 0.504
0.037 0.017 -0.111
-0.248 -0.112 -0.687
0.052 -0.172 0.041

=====

The following is a DFT calculation (the ωB97M-V functional and the def2-TZVPD basis) of an isolated molecule of C4H9NO3.

## Properties
Frontier orbital gap = 10.38 eV
SMILES = COCO/N=C\CO
Energy above the lowest of the compared OMol25 structures with the same formula, charge and spin = 8.6546 eV
Calculated total energy = -438.0110 a.u.
E_HOMO = -0.359 Ha

Last column: natural (NBO) charge in e.
Positions of all 17 atoms, in Å:
1 C 1.569588 1.182472 0.658490  -0.371
2 O 2.350923 0.250931 -0.282630  -0.582
3 C 1.664666 -0.889617 -0.488788  0.228
4 O 0.223632 -0.545696 -0.515598  -0.492
5 N -0.329938 -0.842003 0.777296  -0.098
6 C -1.614272 -0.746663 0.677761  0.012
7 C -2.320724 0.060115 -0.311310  -0.133
8 O -1.633633 1.238812 -0.397343  -0.700
9 H 0.475817 1.715209 0.161529  0.259
10 H 2.629571 1.795556 1.068374  0.235
11 H 1.127185 0.361382 1.606512  0.220
12 H 1.664809 -1.364440 -1.615657  0.191
13 H 1.736295 -1.689440 0.452795  0.170
14 H -1.915113 -0.680783 1.683643  0.196
15 H -2.540477 -0.482961 -1.365312  0.175
16 H -3.255538 0.186132 0.130500  0.190
17 H -0.935894 0.863149 -1.215811  0.503

Cartesian forces (eV/Å) of the 6 atoms listed first:
0.916 -1.257 2.071
-0.860 1.665 0.399
-2.744 -2.609 -0.430
0.635 -1.431 1.143
-1.374 -0.664 -2.540
3.265 0.213 1.531

=====

The following is a DFT calculation (the ωB97M-V functional and the def2-TZVPD basis) of a cluster of 2 separate species, C14H22F3NO5S2 in total.

## Properties
Frontier orbital gap = 7.99 eV
SMILES = O=COCCCCSC(=S)N1CCOCC1.CCOC(=O)C(F)(F)F
Calculated total energy = -2073.5148 a.u.
E_HOMO = -0.313 Ha

Last column: natural (NBO) charge in e.
Positions of all 47 atoms, in Å:
1 O 7.294508 -1.823201 -0.126765  -0.509
2 C 7.472375 -0.972258 -0.872508  0.656
3 O 7.452719 0.334003 -0.446436  -0.552
4 C 6.319480 1.000365 -1.057960  -0.070
5 C 5.626624 1.905845 -0.051336  -0.415
6 C 4.715719 2.900382 -0.821124  -0.418
7 C 3.219952 2.644045 -0.549538  -0.513
8 S 2.187495 2.839523 -2.052509  0.190
9 C 1.157911 1.326719 -2.103307  -0.069
10 S 1.745442 0.037633 -2.891341  0.027
11 N -0.054254 1.417643 -1.447814  -0.493
12 C -1.090263 0.541520 -1.978153  -0.254
13 C -2.245850 0.524756 -0.953429  -0.076
14 O -1.852069 -0.251528 0.164435  -0.534
15 C -0.539614 0.048919 0.600019  -0.082
16 C 0.058500 1.340323 0.023610  -0.244
17 H 7.666419 -1.160461 -1.938489  0.106
18 H 6.672224 1.607086 -1.899684  0.176
19 H 5.633731 0.266708 -1.492058  0.182
20 H 6.355860 2.450462 0.546402  0.223
21 H 5.044708 1.272736 0.621236  0.205
22 H 5.004419 3.932663 -0.632720  0.218
23 H 4.878279 2.729297 -1.887782  0.214
24 H 2.838966 3.292365 0.237313  0.220
25 H 3.135669 1.607120 -0.226780  0.214
26 H -0.787849 -0.502367 -2.096304  0.212
27 H -1.519945 0.925598 -2.904338  0.214
28 H -3.040112 -0.036486 -1.444356  0.199
29 H -2.572559 1.532370 -0.680482  0.174
30 H 0.127719 -0.783479 0.348104  0.180
31 H -0.517454 0.150529 1.688203  0.194
32 H -0.368257 2.237385 0.478761  0.206
33 H 1.114912 1.341093 0.283027  0.218
34 C -4.229301 -1.096638 1.806322  -0.631
35 C -5.719208 -1.083822 2.077313  -0.081
36 O -6.365549 -2.217970 1.469990  -0.478
37 C -6.310106 -3.358731 2.150730  0.691
38 O -5.775900 -3.520321 3.208883  -0.537
39 C -7.081869 -4.451486 1.397078  0.898
40 F -6.796662 -4.445667 0.083288  -0.309
41 F -8.409608 -4.267883 1.524951  -0.311
42 F -6.791838 -5.666618 1.869202  -0.301
43 H -4.034962 -1.158992 0.738230  0.222
44 H -3.759238 -0.195548 2.197154  0.222
45 H -3.754406 -1.962316 2.268961  0.222
46 H -6.171964 -0.201960 1.626894  0.193
47 H -5.934792 -1.049359 3.145108  0.198

Cartesian forces (eV/Å) of the 6 atoms listed first:
-0.473 -3.828 2.859
0.644 2.966 -1.840
-0.641 0.017 -0.744
0.681 0.596 -0.259
-0.215 0.128 -0.278
-0.195 -0.573 -0.140

=====

The following is a DFT calculation (the ωB97M-V functional and the def2-TZVPD basis) of the ion C5H4F6NS2 with charge +1.

## Properties
Frontier orbital gap = 8.73 eV
SMILES = F[C@H]1CC(=S)[N+](F)(F)[C@](F)(S)C1(F)F
Energy above the lowest of the compared OMol25 structures with the same formula, charge and spin = 0.2784 eV
Calculated total energy = -1642.7340 a.u.
Net charge = +1
E_HOMO = -0.548 Ha

Last column: natural (NBO) charge in e.
Positions of all 18 atoms, in Å:
1 F 2.304238 -1.614703 0.332047  -0.292
2 C 1.193788 -0.972102 -0.092411  0.183
3 C 0.038920 -1.693720 0.612791  -0.620
4 C -1.272815 -1.075122 0.316217  -0.033
5 S -2.732117 -1.621541 -0.015997  0.460
6 N -1.230158 0.676303 0.309648  0.391
7 F -1.160245 0.996040 1.682663  -0.157
8 F -2.385050 1.128981 0.027201  -0.083
9 C -0.127551 1.283162 -0.386442  0.283
10 F -0.165884 2.668831 -0.214754  -0.283
11 S -0.433661 0.966571 -2.178942  0.056
12 C 1.224590 0.590590 0.127623  0.627
13 F 2.224576 1.000706 -0.634538  -0.284
14 F 1.519189 0.994414 1.364084  -0.286
15 H 1.113040 -0.995262 -1.140783  0.191
16 H 0.341561 -1.830863 1.689083  0.319
17 H 0.083833 -2.809319 0.475091  0.324
18 H -0.536246 2.307032 -2.272582  0.203

Cartesian forces (eV/Å) of the 6 atoms listed first:
0.553 0.641 -0.101
-1.108 0.324 1.666
1.012 -0.431 1.017
-2.470 -1.455 -0.378
1.903 0.681 0.464
0.928 -1.594 3.777

=====

The following is a DFT calculation (the ωB97M-V functional and the def2-TZVPD basis) of a cluster of 3 separate species, C5H14O2 in total.

## Properties
<S²> = 0.752
Frontier orbital gap (spin up / spin down) = 9.65 / 5.65 eV
Energy above the lowest of the compared OMol25 structures with the same formula, charge and spin = 0.9535 eV
Calculated total energy = -349.0180 a.u.
Net charge = +1
Spin multiplicity = 2
E_HOMO (spin up / spin down) = -0.512 / -0.512 Ha

Last column: Mulliken spin population.
Positions of all 21 atoms, in Å:
1 C -0.535460 1.244880 0.453564  0.070
2 C 0.736438 0.965411 -0.238194  0.303
3 C 0.818307 -0.070523 -1.134730  0.377
4 C 2.050384 -0.598138 -1.798557  0.002
5 C 1.880758 1.864021 0.039310  0.009
6 H -0.345124 0.819270 1.465257  0.055
7 H -1.455979 0.897465 0.015353  -0.003
8 H -0.907299 2.279217 0.556166  0.018
9 H -0.008889 -0.757041 -1.338262  0.015
10 H 2.955321 -0.156945 -1.381443  0.001
11 H 2.187837 -1.675660 -1.739205  0.020
12 H 2.003178 -0.255030 -2.847315  0.064
13 H 2.728417 1.848635 -0.630804  0.011
14 H 2.367529 1.668000 1.044285  0.045
15 H 1.402826 2.858154 0.089608  0.011
16 H -3.439320 -0.484783 1.754223  0.000
17 H -2.449485 0.684818 1.405675  0.001
18 O -2.535465 -0.174071 1.802887  0.001
19 H -2.796878 -3.739450 0.123656  0.000
20 H -2.298975 -3.195187 1.428861  0.000
21 O -2.358123 -4.023043 0.929664  0.000

Cartesian forces (eV/Å) of the 6 atoms listed first:
-0.354 0.715 0.331
-0.150 1.984 0.486
1.016 -3.501 -1.513
0.259 1.482 0.666
-0.150 0.334 1.169
-0.522 0.190 -0.250

=====

The following is a DFT calculation (the ωB97M-V functional and the def2-TZVPD basis) of the ion C4H9N2O with charge +1.

## Properties
Frontier orbital gap = 11.95 eV
SMILES = C[N@@H+]1CC=N[C@H]1O
Energy above the lowest of the compared OMol25 structures with the same formula, charge and spin = 2.7022 eV
Calculated total energy = -342.2580 a.u.
Net charge = +1
E_HOMO = -0.571 Ha

Last column: natural (NBO) charge in e.
Positions of all 16 atoms, in Å:
1 C -1.595107 -0.825220 -0.273555  -0.474
2 N -0.398494 -0.144798 0.251082  -0.408
3 C -0.332882 1.336452 0.345508  -0.299
4 C 1.089973 1.575462 -0.039400  0.154
5 N 1.759542 0.550583 -0.356169  -0.382
6 C 0.961673 -0.626687 -0.381901  0.379
7 O 1.592715 -1.690979 0.307707  -0.693
8 H -2.179855 -0.203518 -1.059518  0.258
9 H -1.280524 -1.874882 -0.485538  0.257
10 H -2.487440 -1.063729 0.400663  0.268
11 H -0.228795 -0.501395 1.303522  0.468
12 H -0.544957 1.641162 1.381588  0.260
13 H -1.054072 1.756470 -0.409414  0.258
14 H 1.475006 2.520921 -0.138309  0.227
15 H 0.756024 -0.990448 -1.432561  0.213
16 H 2.467191 -1.459399 0.586299  0.516

Cartesian forces (eV/Å) of the 6 atoms listed first:
-2.903 -0.885 -0.587
0.783 -2.143 4.278
-0.953 0.125 -0.730
-0.597 -2.101 -0.265
0.041 0.232 -0.525
1.414 -0.779 -0.789